--- P ---
Density functional theory data (ωB97M-V/def2-TZVPD) for an isolated molecule of C3H5NO2.

Summary:
- Frontier orbital gap (alpha / beta): 8.543 / 6.933 eV
- HOMO (alpha / beta): -8.240 / -7.589 eV
- LUMO level (alpha / beta): 0.30 / -0.66 eV
- Net charge: 0
- Molar mass: 87.1 g mol⁻¹

```
11
C3H5NO2 (ωB97M-V/def2-TZVPD)
O 1.505 -1.844 0.081
C 0.489 -0.987 0.337
C -0.383 1.357 0.666
N -1.220 0.679 -0.145
C -0.265 -0.418 -0.712
O -0.129 -0.466 -1.917
H 1.765 -1.798 -0.850
H 0.064 -1.207 1.306
H -0.196 1.066 1.683
H -0.080 2.375 0.442
H -1.573 1.226 -0.926
```

=====

--- Q ---
Density functional theory data (ωB97M-V/def2-TZVPD) for a cluster of 2 separate species, C3H5NO2 in total.

Summary:
- Frontier orbital gap: 11.213 eV
- HOMO: -10.224 eV
- LUMO level: 0.99 eV
- Net charge: 0
- Molar mass: 87.1 g mol⁻¹

```
11
C3H5NO2 (ωB97M-V/def2-TZVPD)
C 0.455 1.546 0.780
C 0.140 0.256 0.075
O 0.743 0.157 -1.121
N -0.605 -0.696 0.473
C -0.552 -2.397 -1.582
O -1.215 -3.290 -1.367
H 0.125 2.394 0.173
H 1.535 1.644 0.925
H -0.041 1.585 1.753
H -1.021 -0.508 1.379
H 0.436 -0.691 -1.488
```

=====

--- R ---
Density functional theory data (ωB97M-V/def2-TZVPD) for an isolated molecule of C3H5NO2.

Summary:
- Frontier orbital gap: 10.881 eV
- HOMO: -10.032 eV
- LUMO level: 0.85 eV
- Net charge: 0
- Molar mass: 87.1 g mol⁻¹
- SMILES string: O=CCNC=O

```
11
C3H5NO2 (ωB97M-V/def2-TZVPD)
O 1.820 -1.322 -0.390
C 1.657 -0.419 0.397
C 0.453 0.479 0.364
N -0.483 0.074 -0.634
C -1.820 -0.078 -0.371
O -2.333 -0.229 0.716
H 2.405 -0.175 1.174
H -0.042 0.502 1.339
H 0.806 1.505 0.153
H -0.112 -0.426 -1.432
H -2.351 0.090 -1.316
```

=====

Energies in eV, measured from the most stable structure: P 3.270; Q 0.000; R 0.310.

=====

--- P ---
Density functional theory data (ωB97M-V/def2-TZVPD) for the ion C7H14NOS with charge +1.

Summary:
- Frontier orbital gap: 6.892 eV
- HOMO: -11.737 eV
- LUMO level: -4.85 eV
- Net charge: +1
- Molar mass: 160.3 g mol⁻¹
- SMILES string: C=[N+](C)OCC[C@]1(C)CS1

```
24
C7H14NOS (ωB97M-V/def2-TZVPD)
C -1.997 -1.747 0.837
C 0.515 0.374 -0.362
C -0.316 0.560 1.054
C 1.892 0.191 -0.054
C 2.687 1.124 0.793
C 2.718 -0.447 -1.130
C -3.211 -0.423 -0.769
N -2.220 -0.605 0.306
O -1.694 0.616 0.665
S 2.394 -1.513 0.305
H -2.509 -2.585 0.343
H 0.016 -0.466 -0.828
H 0.390 1.367 -0.812
H -0.180 -0.164 1.819
H -0.191 1.612 1.431
H 3.788 0.907 0.896
H 2.335 1.146 1.807
H 2.484 2.053 0.387
H 3.804 -0.192 -1.098
H 2.383 -0.974 -2.027
H -1.292 -1.683 1.711
H -2.914 -0.934 -1.784
H -3.254 0.661 -0.684
H -4.134 -1.090 -0.560
```

=====

--- Q ---
Density functional theory data (ωB97M-V/def2-TZVPD) for a structure of composition C7H14NOS.

Summary:
- Frontier orbital gap: 8.057 eV
- HOMO: -13.590 eV
- LUMO level: -5.53 eV
- Net charge: +1
- Molar mass: 160.3 g mol⁻¹

```
24
C7H14NOS (ωB97M-V/def2-TZVPD)
C 3.383 1.064 -0.412
C 1.900 1.549 0.902
C -0.782 0.623 -0.731
C 1.908 0.968 -0.463
C -1.251 -0.681 -0.024
C -2.650 -0.417 0.548
C -1.293 -1.822 -1.039
N -0.278 -0.973 1.021
O 3.319 1.619 0.894
S 0.823 0.407 -1.559
H 3.938 0.119 -0.447
H 3.841 1.745 -1.140
H 1.436 2.537 1.011
H 1.513 0.890 1.689
H -1.482 0.895 -1.520
H -0.691 1.440 -0.019
H -2.977 -1.282 1.122
H -3.377 -0.241 -0.239
H -2.639 0.447 1.210
H -1.955 -1.578 -1.865
H -1.663 -2.724 -0.562
H -0.297 -2.026 -1.431
H -0.152 -1.969 1.143
H -0.575 -0.588 1.911
```

=====

Energies in eV, measured from the most stable structure: P 2.566; Q 0.000.

=====

--- P ---
Density functional theory data (ωB97M-V/def2-TZVPD) for an isolated molecule of C2H4N2O2.

Summary:
- Frontier orbital gap: 10.288 eV
- HOMO: -9.765 eV
- LUMO level: 0.52 eV
- Net charge: 0
- Molar mass: 88.1 g mol⁻¹
- SMILES string: [H]/N=C\N(O)C=O

```
10
C2H4N2O2 (ωB97M-V/def2-TZVPD)
C -1.052 -0.583 -0.043
C 1.387 -0.573 0.129
H 1.011 2.008 0.217
H -0.975 -1.714 -0.351
H -2.119 0.929 -0.104
H 1.168 -1.719 0.162
N 0.232 0.119 0.262
N -2.086 -0.016 -0.052
O 0.034 1.473 -0.039
O 2.400 0.076 -0.180
```

=====

--- Q ---
Density functional theory data (ωB97M-V/def2-TZVPD) for an isolated molecule of C2H4N2O2.

Summary:
- Frontier orbital gap: 9.279 eV
- HOMO: -8.712 eV
- LUMO level: 0.57 eV
- Net charge: 0
- Molar mass: 88.1 g mol⁻¹
- SMILES string: C=NO/C=N/O

```
10
C2H4N2O2 (ωB97M-V/def2-TZVPD)
C -0.962 0.609 -0.207
C 2.489 -0.327 -0.032
H -3.357 -1.104 0.444
H -1.254 1.809 0.205
H 3.160 -1.288 -0.064
H 2.984 0.588 0.370
N -1.718 -0.472 -0.291
N 1.127 -0.364 -0.215
O -2.896 -0.171 -0.026
O 0.427 0.719 -0.184
```

=====

Energies in eV, measured from the most stable structure: P 0.000; Q 3.494.

=====

--- P ---
Density functional theory data (ωB97M-V/def2-TZVPD) for an isolated molecule of C3H7N3S.

Summary:
- Frontier orbital gap: 8.974 eV
- HOMO: -8.841 eV
- LUMO level: 0.13 eV
- Net charge: 0
- Molar mass: 117.2 g mol⁻¹
- SMILES string: [H]/N=C\N(N)C(C)=S

```
14
C3H7N3S (ωB97M-V/def2-TZVPD)
C -0.783 1.886 -0.002
C -0.711 0.386 0.001
C 1.767 0.557 -0.001
H -0.308 2.291 0.915
H -1.848 2.143 -0.021
H -0.310 2.290 -0.893
H 0.246 -1.926 -0.793
H 0.199 -1.916 0.792
H 1.616 1.630 0.010
H 2.836 -0.969 0.003
N 0.536 -0.179 -0.003
N 0.703 -1.568 0.001
N 2.915 0.062 0.001
S -2.072 -0.545 0.001
```

=====

--- Q ---
Density functional theory data (ωB97M-V/def2-TZVPD) for a cluster of 2 separate species, C3H7N3S in total.

Summary:
- Frontier orbital gap: 9.032 eV
- HOMO: -8.623 eV
- LUMO level: 0.41 eV
- Net charge: 0
- Molar mass: 117.2 g mol⁻¹

```
14
C3H7N3S (ωB97M-V/def2-TZVPD)
C 2.370 -0.837 -0.155
C 1.393 0.157 0.546
C -1.679 1.354 0.133
H 3.175 -0.276 -0.379
H 2.643 -1.718 0.627
H 1.778 -1.169 -1.055
H 1.367 0.424 2.078
H -2.246 2.305 0.369
H -3.232 0.678 -0.819
H -1.317 -1.846 -0.911
N 0.544 0.509 -0.641
N -0.419 1.567 0.215
N -2.372 0.247 -0.244
S -2.007 -1.394 0.236
```

=====

--- R ---
Density functional theory data (ωB97M-V/def2-TZVPD) for an isolated molecule of C3H7N3S.

Summary:
- Frontier orbital gap: 9.060 eV
- HOMO: -8.299 eV
- LUMO level: 0.76 eV
- Net charge: 0
- Molar mass: 117.2 g mol⁻¹
- SMILES string: CC(=S)N/N=C\N

```
14
C3H7N3S (ωB97M-V/def2-TZVPD)
C -2.298 -0.420 0.214
C -0.999 0.161 -0.278
C 2.092 0.050 -0.419
H -2.796 0.188 1.009
H -2.903 -0.635 -0.786
H -2.009 -1.402 0.735
H -0.267 -1.712 -0.072
H 3.097 0.051 -0.804
H 0.947 1.160 0.799
H 2.665 1.440 0.899
N -0.038 -0.767 -0.369
N 1.236 -0.721 -1.008
N 1.935 0.808 0.689
S -0.662 1.800 -0.608
```

=====

Energies in eV, measured from the most stable structure: P 0.000; Q 6.729; R 0.201.

=====

--- P ---
Density functional theory data (ωB97M-V/def2-TZVPD) for an isolated molecule of C3H7N3S.

Summary:
- Frontier orbital gap: 9.053 eV
- HOMO: -8.855 eV
- LUMO level: 0.20 eV
- Net charge: 0
- Molar mass: 117.2 g mol⁻¹
- SMILES string: [H]/N=C/NN(C)C=S

```
14
C3H7N3S (ωB97M-V/def2-TZVPD)
C -0.386 1.739 -0.072
C 1.319 -1.057 -0.270
C -1.683 -0.299 0.029
H -1.337 2.089 -0.591
H -0.447 2.116 0.997
H 0.581 2.050 -0.599
H 0.413 -0.639 1.551
H 0.799 -0.971 -1.274
H 2.825 -2.143 -0.675
H -2.494 0.622 0.026
N -0.483 0.333 0.017
N 0.478 -0.291 0.644
N 2.414 -1.626 0.167
S -1.998 -1.923 0.050
```

=====

--- Q ---
Density functional theory data (ωB97M-V/def2-TZVPD) for an isolated molecule of C3H7N3S.

Summary:
- Frontier orbital gap: 9.358 eV
- HOMO: -8.714 eV
- LUMO level: 0.64 eV
- Net charge: 0
- Molar mass: 117.2 g mol⁻¹
- SMILES string: [H]/N=C(/C)N/C=N\S

```
14
C3H7N3S (ωB97M-V/def2-TZVPD)
C -1.682 1.332 0.133
C -1.207 -0.120 -0.043
C 1.033 -1.248 0.195
H -1.587 1.468 1.267
H -2.808 1.696 -0.276
H -1.022 2.179 -0.440
H -1.631 -2.006 -0.387
H 0.588 0.780 -0.345
H 0.641 -2.219 0.376
H 4.225 -0.109 -0.148
N -2.013 -1.126 -0.101
N 0.161 -0.127 -0.240
N 2.301 -1.011 0.048
S 3.001 0.511 -0.041
```

=====

Energies in eV, measured from the most stable structure: P 0.497; Q 0.000.

=====

--- P ---
Density functional theory data (ωB97M-V/def2-TZVPD) for a cluster of 2 separate species, C3H9N2S in total.

Summary:
- Frontier orbital gap: 9.745 eV
- HOMO: -13.575 eV
- LUMO level: -3.83 eV
- Net charge: +1
- Molar mass: 105.2 g mol⁻¹

```
15
C3H9N2S (ωB97M-V/def2-TZVPD)
C 0.026 0.253 -1.635
C 1.347 -0.404 1.341
C 0.053 -0.718 1.301
N -0.896 0.843 -0.995
N -0.910 0.364 1.355
S 0.159 0.042 -3.346
H 0.785 -0.416 -1.012
H 1.684 0.582 1.311
H 2.016 -1.195 1.410
H -0.557 -1.662 1.334
H -0.697 0.976 0.124
H -0.612 1.014 2.087
H -1.834 0.035 1.615
H -1.560 1.278 -1.624
H 0.997 -0.993 -3.268
```

=====

--- Q ---
Density functional theory data (ωB97M-V/def2-TZVPD) for the ion C3H9N2S with charge +1.

Summary:
- Frontier orbital gap: 7.045 eV
- HOMO: -12.409 eV
- LUMO level: -5.36 eV
- Net charge: +1
- Molar mass: 105.2 g mol⁻¹
- SMILES string: C=[NH+]CCNS

```
15
C3H9N2S (ωB97M-V/def2-TZVPD)
C 0.864 -0.561 -0.704
C -0.465 0.264 -0.693
C -1.128 1.919 0.961
N 1.121 -1.383 0.435
N -0.379 1.511 0.001
S 0.019 -2.643 0.797
H 0.802 -1.230 -1.567
H 1.714 0.110 -0.848
H -0.686 0.489 -1.741
H -1.268 -0.347 -0.277
H -1.917 1.286 1.340
H -0.976 2.894 1.396
H 1.393 -0.896 1.278
H 0.354 2.132 -0.344
H 0.555 -3.546 -0.034
```

=====

Energies in eV, measured from the most stable structure: P 0.432; Q 0.000.